(1)
{
  "formula": "C3H9N",
  "method": "wB97M-V/def2-TZVPD",
  "elements": ["C", "N", "C", "C", "H", "H", "H", "H", "H", "H", "H", "H", "H"],
  "positions_angstrom": [[-0.90189, -1.83363, 0.31254], [-0.04253, 0.94779, -1.07638], [-1.00782, 1.58826, -0.38400], [0.89934, 0.35680, -0.51518], [-0.60536, -2.81350, -0.07179], [0.07348, -1.19073, 0.50242], [-1.44020, -1.28878, -0.55954], [-1.54876, 2.32649, -0.95847], [-1.52040, -1.85069, 1.22012], [-0.91250, 1.85230, 0.61075], [5.74206, -1.55252, 5.69566], [5.46719, -2.14889, 5.84194], [1.10450, -0.63686, -1.22664]],
  "nbo_charge": [-0.8400, -0.4137, -0.1757, 0.0557, 0.2173, 0.1996, 0.2148, 0.1751, 0.2209, 0.1859, 0.0005, -0.0005, 0.1601],
  "multiplicity": 1,
  "lumo_ev": -1.003,
  "total_charge": 0,
  "de_lowest_kj_mol": 609.7,
  "e_homo_ev": -8.324,
  "gap_ev": 7.3205
}


(2)
{
  "formula": "C8H18",
  "method": "wB97M-V/def2-TZVPD",
  "elements": ["C", "C", "C", "C", "C", "C", "C", "C", "H", "H", "H", "H", "H", "H", "H", "H", "H", "H", "H", "H", "H", "H", "H", "H", "H", "H"],
  "positions_angstrom": [[-0.51670, -0.89390, 0.81422], [-1.17414, 0.91589, 0.85660], [-0.82096, 1.72533, -0.25347], [1.15347, 1.50840, -1.21301], [-1.43144, -1.58615, -0.18206], [0.87310, -0.84865, 0.40663], [-0.77225, -1.32159, 2.24750], [2.02137, 0.61825, -2.09336], [-0.76645, 1.24006, 1.80958], [-2.21864, 0.62419, 0.90252], [-0.46317, 2.72399, -0.03586], [-1.39109, 1.59101, -1.16754], [1.74206, 2.06313, -0.48206], [0.70355, 2.26290, -1.85321], [-2.48181, -1.49276, 0.09938], [1.59351, -0.75561, 1.21781], [-0.56675, -2.39128, 2.35183], [-1.19626, -2.65382, -0.22773], [-1.30558, -1.17441, -1.18455], [1.16744, -1.59810, -0.32565], [1.02757, 0.19113, -0.20473], [-0.12067, -0.79281, 2.94422], [-1.80853, -1.14392, 2.54396], [1.41674, -0.11032, -2.63793], [2.76673, 0.07371, -1.51187], [2.56894, 1.22532, -2.82123]],
  "nbo_charge": [0.0784, -0.4818, -0.3144, -0.4837, -0.6340, -0.6853, -0.6259, -0.6360, 0.2026, 0.2172, 0.2059, 0.1974, 0.1904, 0.1928, 0.2052, 0.2108, 0.2094, 0.2087, 0.2124, 0.2127, 0.2767, 0.2098, 0.2052, 0.2064, 0.2044, 0.2144],
  "multiplicity": 1,
  "lumo_ev": 0.949,
  "total_charge": 0,
  "de_lowest_kj_mol": 430.4,
  "e_homo_ev": -8.143,
  "gap_ev": 9.0919
}


(3)
{
  "formula": "C43H32Cl5N4O3PRuS",
  "method": "wB97M-V/def2-TZVPD",
  "elements": ["Ru", "N", "C", "C", "C", "C", "C", "C", "C", "C", "C", "C", "C", "C", "N", "C", "C", "C", "C", "N", "H", "H", "H", "H", "H", "H", "H", "H", "H", "H", "O", "N", "C", "C", "C", "C", "C", "C", "C", "P", "C", "C", "C", "C", "C", "C", "C", "C", "C", "C", "C", "C", "H", "H", "H", "H", "H", "H", "H", "H", "H", "H", "H", "H", "H", "H", "H", "H", "Cl", "C", "C", "Cl", "C", "Cl", "C", "O", "C", "Cl", "C", "Cl", "C", "S", "C", "O", "H", "H", "H", "H", "H", "H"],
  "positions_angstrom": [[-0.68152, -0.05017, -0.31210], [1.24486, 7.66630, 6.40857], [0.98249, 6.83273, 5.66575], [0.65660, 5.78483, 4.73111], [1.66773, 5.19161, 3.98122], [1.34581, 4.19532, 3.07757], [0.02674, 3.77295, 2.92658], [-0.97424, 4.36823, 3.68927], [-0.66533, 5.37821, 4.58356], [-0.29907, 2.69830, 1.94542], [-0.86126, 1.53365, 2.46257], [-1.03809, 1.22754, 3.83794], [-1.66864, 0.00617, 3.90981], [-1.85335, -0.40695, 2.57814], [-1.37354, 0.47496, 1.70387], [0.01434, 2.99064, 0.60338], [0.38256, 4.25654, 0.08280], [0.57052, 4.09281, -1.27639], [0.30103, 2.73781, -1.53791], [-0.03661, 2.07298, -0.43655], [2.69081, 5.51592, 4.10554], [2.12169, 3.73196, 2.48330], [-1.99855, 4.04499, 3.56773], [-1.44134, 5.85367, 5.16586], [-0.72478, 1.84351, 4.66229], [-1.97155, -0.52807, 4.79177], [-2.31103, -1.32246, 2.23159], [0.47635, 5.16707, 0.64590], [0.85954, 4.83927, -1.99489], [0.37820, 2.22247, -2.48563], [-3.95968, -0.59250, 0.08384], [-2.84574, -1.39563, -0.16362], [-3.22452, -2.54824, -0.54427], [-2.38321, -3.74257, -0.74504], [-3.14399, -4.90947, -0.87613], [-2.55654, -6.15598, -0.99947], [-1.17642, -6.25391, -0.99078], [-0.41249, -5.10446, -0.87026], [-0.98363, -3.83820, -0.75131], [0.19426, -2.43134, -0.68902], [1.40366, -3.01101, 0.53968], [2.59382, -3.63553, 0.18774], [3.44843, -4.11803, 1.17165], [3.10456, -3.99525, 2.51027], [1.91823, -3.36325, 2.86513], [1.07878, -2.85633, 1.88651], [0.99265, -2.51850, -2.32852], [0.41242, -3.20921, -3.38929], [0.96438, -3.13597, -4.66209], [2.10264, -2.37948, -4.88356], [2.68893, -1.69127, -3.82903], [2.13521, -1.74863, -2.56152], [-3.57522, 0.24647, 0.38560], [-4.29663, -2.70316, -0.65005], [-4.22300, -4.83066, -0.86875], [-3.17278, -7.03881, -1.09517], [-0.69068, -7.21486, -1.08209], [0.66376, -5.20017, -0.87731], [2.86562, -3.74111, -0.85623], [4.37314, -4.60111, 0.88813], [3.76193, -4.38549, 3.27422], [1.65035, -3.25579, 3.90722], [0.16735, -2.34481, 2.18041], [-0.47396, -3.80847, -3.23535], [0.50074, -3.67697, -5.47513], [2.53290, -2.32619, -5.87326], [3.57953, -1.10120, -3.99607], [2.57656, -1.19257, -1.74792], [-3.97197, 2.96309, -6.50373], [-3.56295, 2.49234, -4.93548], [-2.58048, 1.47584, -4.75298], [-1.84016, 0.76914, -6.12133], [-2.24270, 1.08055, -3.48916], [-1.08221, -0.14465, -3.21370], [-2.86779, 1.68178, -2.31524], [-2.56829, 1.35025, -1.16385], [-3.87011, 2.71833, -2.55504], [-4.57988, 3.39971, -1.18141], [-4.19835, 3.10439, -3.83053], [-5.36560, 4.31938, -4.09913], [3.99300, -0.17326, 1.36319], [2.51900, 0.76814, 1.05841], [3.21764, 2.06479, 0.06890], [1.73435, -0.09732, 0.08665], [4.54496, -0.33187, 0.43891], [3.65776, -1.12213, 1.77396], [4.59908, 0.35027, 2.09900], [3.98061, 2.57922, 0.65095], [2.41911, 2.75492, -0.19347], [3.65322, 1.61396, -0.82212]],
  "mulliken_charge": [2.2352, -0.4915, -0.1666, 0.5632, -0.9806, 0.1009, -0.0056, -0.1279, -0.9715, 1.0890, -1.0871, -0.6497, -1.6353, -0.6106, 0.8626, -0.6756, -0.3375, -1.8621, -0.9227, 1.4693, 0.4792, 0.4166, 0.5360, 0.4672, 0.6756, 0.5254, 0.5735, 0.6808, 0.4948, 0.6212, -0.5515, 0.3650, -1.2574, 1.2825, -1.1626, -0.7688, -0.8828, -0.2431, 0.3598, 1.3237, 0.9000, -0.1217, -0.7866, -0.6780, -0.5827, -0.8190, 0.1662, -0.4532, -0.7763, -0.7046, -0.7488, -0.3116, 0.3869, 0.3474, 0.4076, 0.4216, 0.4613, 0.4352, 0.4333, 0.4514, 0.4077, 0.4505, 0.2013, 0.3934, 0.4786, 0.4242, 0.4553, 0.3524, -0.1212, 0.5969, -0.1275, -0.1654, 0.0682, 0.0099, -0.7583, -0.1260, 0.5028, -0.1320, 0.0606, -0.1531, -0.9509, 0.5785, -0.7139, -0.8147, 0.3499, 0.1374, 0.5128, 0.5061, -0.0975, 0.5145],
  "multiplicity": 6,
  "lumo_ev": [-3.092, -5.305],
  "total_charge": 1,
  "de_lowest_kj_mol": 26.4,
  "e_homo_ev": [-10.044, -10.016],
  "gap_ev": [6.9526, 4.7111]
}